(1)
A gas-phase ion, CH2N3O3 (charge -1), computed with the ωB97M-V functional and the def2-TZVPD basis.

CARTESIAN COORDINATES (ANGSTROEM)
O  2.6120  0.2759  0.8740
N  1.5028  -0.2685  0.4573
C  0.4564  0.3660  -0.0268
N  -0.0723  1.8973  -0.4956
O  -1.2692  1.0514  -0.8736
N  -0.7268  -0.2209  -0.6605
O  -1.6080  -1.0926  0.0900
H  1.5814  -1.3433  0.2822
H  -2.4763  -0.6653  0.3529

Calculated values
relative energy (zero: lowest compared OMol25 entry of this formula, charge and spin)	208.3	kcal per mole
HOMO-LUMO gap (spin up / spin down)	6.26 / 6.26	eV
SMILES string	[O-]Nc1non1O
charge	-1

Atom charges from the natural (NBO) analysis, given in e for atoms 1 to 5: -0.67, -0.19, 0.39, -0.39, -0.36



(2)
2 unconnected molecules or ions with the total composition CH2N3O3, computed with the ωB97M-V functional and the def2-TZVPD basis.

CARTESIAN COORDINATES (ANGSTROEM)
C  1.7876  -1.1586  -0.9183
N  0.1606  1.2156  0.1307
N  0.4494  -1.5624  0.9245
N  -0.2051  0.7869  1.1837
O  -0.8838  1.2987  2.0328
O  1.9707  -0.7125  -2.0527
O  0.5992  -1.3021  -0.4169
H  2.7456  -1.4367  -0.3399
H  -0.3270  2.0689  -0.2699

Calculated values
relative energy (zero: lowest compared OMol25 entry of this formula, charge and spin)	158.5	kcal per mole
HOMO-LUMO gap (spin up / spin down)	6.58 / 7.75	eV
charge	-1

Atom charges from the natural (NBO) analysis, given in e for atoms 1 to 5: 0.66, -0.54, -0.20, 0.28, -0.54



(3)
2 unconnected molecules or ions with the total composition CH2N3O3, computed with the ωB97M-V functional and the def2-TZVPD basis.

CARTESIAN COORDINATES (ANGSTROEM)
C  -0.7013  -0.3991  -1.1096
N  0.9182  0.7201  1.5019
N  -0.0737  1.4108  1.4098
N  1.8316  0.0729  1.7684
O  -0.8879  -0.9933  -2.1905
O  -1.3125  0.5447  -0.7025
O  0.3416  -0.9261  -0.4143
H  0.7624  -1.5387  -1.1393
H  -0.8783  1.1088  0.8761

Calculated values
relative energy (zero: lowest compared OMol25 entry of this formula, charge and spin)	7.9	kcal per mole
HOMO-LUMO gap	8.68	eV
charge	-1

Atom charges from the natural (NBO) analysis, given in e for atoms 1 to 5: 0.94, 0.27, -0.57, -0.19, -0.84



(4)
A single CH2N4 molecule, computed with the ωB97M-V functional and the def2-TZVPD basis.

CARTESIAN COORDINATES (ANGSTROEM)
C  -0.1480  0.0071  -1.1650
N  0.2607  -0.1174  2.0967
N  -0.3534  -0.8979  1.2204
N  0.5798  0.8604  1.3782
N  0.0236  -0.0452  0.1153
H  0.1787  0.9311  -1.7913
H  -0.5414  -0.7382  -1.8543

Calculated values
relative energy (zero: lowest compared OMol25 entry of this formula, charge and spin)	143.2	kcal per mole
HOMO-LUMO gap	8.33	eV

Atom charges from the natural (NBO) analysis, given in e for atoms 1 to 5: -0.01, 0.02, -0.26, -0.08, -0.11



(5)
A single CH2N4 molecule, computed with the ωB97M-V functional and the def2-TZVPD basis.

CARTESIAN COORDINATES (ANGSTROEM)
C  0.2343  -0.8362  -0.4764
N  -0.7751  -1.0072  0.3492
N  -1.0149  0.1072  0.9870
N  -0.0707  0.9584  0.3294
N  0.6848  0.4482  -0.6299
H  0.9531  -1.5608  -0.8977
H  -0.0116  1.8904  0.3383

Calculated values
relative energy (zero: lowest compared OMol25 entry of this formula, charge and spin)	59.2	kcal per mole
HOMO-LUMO gap	11.30	eV
SMILES string	c1nn[nH]n1

Atom charges from the natural (NBO) analysis, given in e for atoms 1 to 5: 0.07, -0.25, -0.02, -0.19, -0.21



(6)
A single CH2N4O molecule, computed with the ωB97M-V functional and the def2-TZVPD basis.

CARTESIAN COORDINATES (ANGSTROEM)
O  1.7109  -0.1130  -0.1533
N  0.3850  -0.1211  -0.0584
C  -0.4727  0.8985  -0.0483
N  -1.7047  0.3815  -0.0884
N  -1.5397  -0.9216  -0.0503
N  -0.2849  -1.2802  -0.0990
H  2.0318  -0.7865  0.4808
H  -0.1257  1.9424  0.0169

Calculated values
relative energy (zero: lowest compared OMol25 entry of this formula, charge and spin)	55.1	kcal per mole
HOMO-LUMO gap	11.22	eV
SMILES string	On1cnnn1

Atom charges from the natural (NBO) analysis, given in e for atoms 1 to 5: -0.48, 0.09, 0.11, -0.27, -0.06



(7)
A single CH2N4O molecule, computed with the ωB97M-V functional and the def2-TZVPD basis.

CARTESIAN COORDINATES (ANGSTROEM)
N  1.5945  -0.0108  -0.1346
C  0.3275  -0.0452  -0.3284
N  -0.6431  -0.1815  -1.2691
O  -1.8215  -0.0852  -0.5313
N  -1.6369  0.0939  0.7477
N  -0.3601  0.1181  0.8734
H  2.1697  -0.1143  -0.9497
H  0.3699  0.2250  1.5920

Calculated values
relative energy (zero: lowest compared OMol25 entry of this formula, charge and spin)	86.5	kcal per mole
HOMO-LUMO gap	8.08	eV

Atom charges from the natural (NBO) analysis, given in e for atoms 1 to 5: -0.85, 0.44, -0.23, -0.08, 0.22



(8)
2 unconnected molecules or ions with the total composition CH2N4O2, computed with the ωB97M-V functional and the def2-TZVPD basis.

CARTESIAN COORDINATES (ANGSTROEM)
C  -2.4339  -1.4548  -0.0420
N  -2.7322  -2.5537  0.0241
N  0.2640  -0.5048  0.0875
N  -1.9622  -0.2333  -0.2943
N  -2.3574  1.0001  -0.0440
O  -3.5551  1.0414  0.2415
O  -1.5951  1.9162  -0.2435
H  0.6787  0.1442  -0.5455
H  0.5245  -1.2600  -0.5378

Calculated values
relative energy (zero: lowest compared OMol25 entry of this formula, charge and spin)	175.1	kcal per mole
HOMO-LUMO gap (spin up / spin down)	9.56 / 7.67	eV

Atom charges from the natural (NBO) analysis, given in e for atoms 1 to 5: 0.38, -0.26, -0.49, -0.19, 0.61



(9)
2 unconnected molecules or ions with the total composition CH2N4O2, computed with the ωB97M-V functional and the def2-TZVPD basis.

CARTESIAN COORDINATES (ANGSTROEM)
H  -0.1922  -0.0458  -3.2985
N  0.4674  -0.1604  -2.5659
N  -0.0835  0.4560  -1.6551
N  0.0467  1.1080  -0.5597
N  -0.1292  0.8608  0.6467
H  0.1147  1.6652  1.3278
O  -0.6472  -0.7208  2.8461
C  -0.0469  -1.2633  2.0355
O  0.4703  -1.8996  1.2232

Calculated values
relative energy (zero: lowest compared OMol25 entry of this formula, charge and spin)	64.5	kcal per mole
HOMO-LUMO gap	9.85	eV
SMILES string	[H]/N=N/N=N/[H].O=C=O

Atom charges from the natural (NBO) analysis, given in e for atoms 1 to 5: 0.33, -0.34, 0.06, 0.07, -0.47



(10)
3 unconnected molecules or ions with the total composition CH2N4O2, computed with the ωB97M-V functional and the def2-TZVPD basis.

CARTESIAN COORDINATES (ANGSTROEM)
C  -2.2881  0.3236  0.2185
N  1.3793  0.6963  -0.3032
N  0.5516  -1.7027  0.6966
N  1.6714  0.3394  -1.4124
N  0.7124  -2.1132  -0.3341
O  -1.7930  1.1444  0.8477
O  -2.8378  -0.5138  -0.3143
H  1.5445  1.8249  0.0220
H  1.0595  0.0010  0.5792

Calculated values
relative energy (zero: lowest compared OMol25 entry of this formula, charge and spin)	0.0	kcal per mole
HOMO-LUMO gap (spin up / spin down)	7.14 / 12.07	eV
multiplicity	3

Atom charges from the natural (NBO) analysis, given in e for atoms 1 to 5: 1.02, -0.70, -0.06, -0.10, 0.08



(11)
A single CH2N4OS molecule, computed with the ωB97M-V functional and the def2-TZVPD basis.

CARTESIAN COORDINATES (ANGSTROEM)
N  0.7092  -0.8890  -1.0516
N  -0.1669  -0.0854  -0.3452
N  -1.4177  0.1044  -0.7684
N  -2.0140  0.7939  0.0863
O  -1.1128  1.0780  1.1400
C  0.0613  0.5001  0.8774
S  1.4022  0.5228  1.7976
H  0.9796  -1.6793  -0.4928
H  1.5591  -0.3455  -1.2432

Calculated values
relative energy (zero: lowest compared OMol25 entry of this formula, charge and spin)	10.2	kcal per mole
HOMO-LUMO gap	9.83	eV
SMILES string	Nn1nnoc1=S

Atom charges from the natural (NBO) analysis, given in e for atoms 1 to 5: -0.61, -0.12, 0.03, 0.10, -0.31



(12)
A molecular structure, CH2N4OS, computed with the ωB97M-V functional and the def2-TZVPD basis.

CARTESIAN COORDINATES (ANGSTROEM)
C  -0.1927  0.5069  0.0870
H  -0.0358  -0.9546  3.2423
H  0.6654  -1.5142  -0.7698
N  -0.8468  0.2998  1.1685
N  0.4522  -0.4634  -0.8016
N  0.8000  0.0511  -2.0153
N  0.7035  1.3143  -1.8937
O  0.3247  1.5714  -0.5971
S  -0.6146  -1.3472  1.6611

Calculated values
relative energy (zero: lowest compared OMol25 entry of this formula, charge and spin)	60.9	kcal per mole
HOMO-LUMO gap	9.00	eV

Atom charges from the natural (NBO) analysis, given in e for atoms 1 to 5: 0.66, 0.17, 0.45, -0.65, -0.50



Number 1: F_max 6.5 eV/Å, molecular weight 104.05 u, E_tot -429.00123 hartree. Number 2: F_max 4.6 eV/Å, molecular weight 104.05 u, E_tot -429.08058 hartree. Number 3: F_max 4.1 eV/Å, molecular weight 104.05 u, E_tot -429.32054 hartree. Number 4: F_max 2.5 eV/Å, molecular weight 70.05 u, E_tot -258.11752 hartree. Number 5: F_max 4.7 eV/Å, molecular weight 70.05 u, E_tot -258.25134 hartree. Number 6: F_max 1.8 eV/Å, molecular weight 86.05 u, E_tot -333.45994 hartree. Number 7: F_max 1.6 eV/Å, molecular weight 86.05 u, E_tot -333.40993 hartree. Number 8: F_max 4.5 eV/Å, molecular weight 102.05 u, E_tot -408.50649 hartree. Number 9: F_max 4.7 eV/Å, molecular weight 102.05 u, E_tot -408.68269 hartree. Number 10: F_max 11.0 eV/Å, molecular weight 102.05 u, E_tot -408.70793 hartree. Number 11: F_max 1.3 eV/Å, molecular weight 118.12 u, E_tot -731.66042 hartree. Number 12: F_max 4.7 eV/Å, molecular weight 118.12 u, E_tot -731.57961 hartree.